Record 1
Below is a structure of composition C11H13N2O10P2PtS, with properties calculated with ωB97M-V/def2-TZVPD.

Atoms and positions in Å:
Pt 0.89797 0.33988 -0.79663
S 5.19283 -0.58173 -1.08139
C 5.04607 1.13166 -1.05622
C 3.75727 1.55676 -0.95937
C 2.83024 0.47219 -0.90502
C 3.47990 -0.73887 -0.95069
C 2.67129 -1.92795 -0.94358
C 3.13029 -3.24206 -0.86608
C 2.22285 -4.27994 -0.87002
C 0.86556 -3.99208 -0.95914
C 0.46760 -2.67076 -1.01639
N 1.33870 -1.65726 -1.00376
H 5.93441 1.74012 -1.12093
H 3.46710 2.59605 -0.91952
H 4.19425 -3.42275 -0.79330
H 2.56625 -5.30471 -0.80633
H 0.11896 -4.77281 -0.98151
H -0.57060 -2.37630 -1.08290
C -3.95817 0.40349 2.34309
C -3.17798 0.68716 1.06888
O -4.05782 0.50638 -0.04445
P -2.56540 2.41214 1.02077
O -1.59125 2.50481 2.26403
O -3.78282 3.32344 1.53898
O -2.10154 2.80233 -0.31462
P -1.71145 -0.41466 0.89648
O -2.36650 -1.84876 1.29048
O -0.67551 -0.05436 1.91525
O -1.33928 -0.41917 -0.57528
H -4.79390 1.09820 2.42442
H -3.31460 0.51723 3.21468
H -4.33682 -0.61656 2.31121
H -3.49621 0.52271 -0.83426
H -0.90552 1.80041 2.20605
H -3.99217 3.95642 0.84255
H -1.67080 -2.43024 1.61767
O 0.21017 2.55108 -2.59095
N 0.51469 3.11199 -1.54843
O 0.66184 4.31638 -1.44070
O 0.84013 2.40014 -0.49308

The calculation puts the energy at -2489.33202 Ha. The calculation puts the largest force on an atom at 0.92 eV/A. Its total charge is -1. The HOMO energy comes out at -5.4 eV. The energy relative to the best compared isomer or geometry (same formula, charge and spin) comes out at 0.00 kJ/mol.

Just the Löwdin charges please, in e? Sure, here they are: 1.15, 0.98, -0.42, -0.17, -0.34, -0.54, -0.27, -0.03, -0.07, -0.06, -0.10, -0.05, 0.06, 0.10, 0.10, 0.10, 0.10, 0.10, -0.07, -0.60, -0.06, 0.44, -0.12, -0.12, -0.25, 0.32, -0.15, -0.34, -0.41, 0.08, 0.09, 0.08, 0.08, 0.06, 0.08, 0.07, -0.01, -0.58, 0.01, -0.24



Record 2
Below is an isolated molecule of C5H4N2, with properties calculated with ωB97M-V/def2-TZVPD.

Atoms and positions in Å:
C -2.71909 -1.05969 1.28909
C -1.55557 -0.66793 1.01334
C -0.42245 -0.18872 0.27039
C 0.12283 1.12782 0.03005
C 1.35521 0.93356 -0.56571
N 1.65610 -0.37947 -0.64536
N 0.64408 -1.01854 -0.14337
H -1.19248 -0.16291 -0.57997
H -0.41855 2.04622 0.20824
H 2.04208 1.66208 -0.97336
H 0.65802 -2.02827 -0.06776

The calculation puts the energy at -302.18912 Ha. The calculation puts the largest force on an atom at 0.90 eV/A. Its total charge is 0. The HOMO energy (spin up / spin down) comes out at -8.6 / -8.6 eV. The energy relative to the best compared isomer or geometry (same formula, charge and spin) comes out at 627.99 kJ/mol.

Just the Löwdin charges please, in e? Sure, here they are: -0.06, -0.29, -0.40, 0.05, -0.11, 0.09, 0.06, 0.24, 0.13, 0.11, 0.18



Record 3
Below is a structure of composition C4H7NO2, with properties calculated with ωB97M-V/def2-TZVPD.

Atoms and positions in Å:
C -0.73595 1.18557 -0.27826
C 0.44169 0.34469 0.54934
C 0.48933 -1.95312 0.57299
C -0.46520 -0.30664 -0.18845
H 0.23463 3.09268 -0.82080
H 0.08982 1.73105 -2.05029
H -1.79795 1.37768 0.31490
H 1.37706 0.62417 0.16163
H -0.43087 -2.62639 0.77368
H 1.43516 -2.81167 0.83924
H -1.16038 -0.56562 0.54523
N -0.31592 2.23282 -1.22902
O 0.65064 -0.85653 1.63810
O 0.18794 -1.46868 -0.82830

The calculation puts the energy at -361.56238 Ha. The calculation puts the largest force on an atom at 5.21 eV/A. Its total charge is 0. The HOMO energy comes out at -9.2 eV. The energy relative to the best compared isomer or geometry (same formula, charge and spin) comes out at 836.15 kJ/mol.

Just the Löwdin charges please, in e? Sure, here they are: -0.14, -0.11, -0.17, -0.38, 0.14, 0.09, 0.18, 0.12, 0.12, 0.19, 0.13, 0.01, -0.13, -0.06



Record 4
Below is a structure of composition H16O28S5Zn4, with properties calculated with ωB97M-V/def2-TZVPD.

Atoms and positions in Å:
Zn 1.83491 -15.45573 10.34593
Zn 4.82754 -11.34732 10.21804
Zn 7.12938 -15.13336 8.20182
Zn 2.00284 -13.69146 5.89636
S 2.17582 -10.52577 12.09661
O 1.81424 -11.64248 12.99112
O 3.19902 -11.08049 11.13297
O 1.01649 -10.12646 11.29740
O 2.69617 -9.39751 12.84524
S 2.43481 -10.67348 4.68783
O 0.97098 -10.49761 4.72097
O 2.74469 -12.12074 4.91800
O 2.94689 -10.34437 3.33628
O 3.08759 -9.82418 5.68945
S 7.88319 -11.94423 8.84999
O 9.05030 -11.78360 9.70936
O 6.65815 -11.45165 9.53964
O 7.96967 -11.24691 7.60164
O 7.72200 -13.38939 8.52594
S -0.10605 -15.51652 7.75671
O 0.36020 -15.12830 9.09102
O 0.87421 -15.01588 6.76910
O -0.12181 -16.98675 7.71482
O -1.42485 -14.96709 7.43455
S 4.07184 -14.04829 8.38465
O 3.31578 -13.41700 7.33253
O 5.30320 -14.68503 7.89590
O 4.43163 -13.07580 9.42081
O 3.11507 -15.02479 8.94372
O 5.67400 -12.41078 6.03238
H 5.77233 -13.10882 6.69029
H 4.85490 -12.62181 5.56020
O 1.84991 -17.51050 10.06142
H 1.52036 -18.19835 10.64900
H 2.08005 -17.96470 9.23956
O 3.77937 -17.05509 6.59561
H 4.63965 -17.05519 6.17230
H 3.86062 -16.38785 7.30297
O 1.71736 -13.54185 10.79446
H 2.05257 -12.83950 10.21556
H 1.18714 -13.05768 11.47414
O 3.42544 -14.83482 4.91371
H 3.47437 -15.79948 4.90639
H 4.01098 -14.53287 4.20680
O 3.25498 -15.61139 11.88584
H 3.85280 -15.03740 12.38102
H 3.21545 -16.43223 12.39094
O 6.63891 -17.14557 7.83947
H 6.66144 -17.69179 7.04535
H 6.16982 -17.67924 8.49554
O 7.43733 -15.04376 6.03182
H 6.93926 -15.76556 5.63672
H 7.44417 -14.34215 5.35828

The calculation puts the energy at -11224.83250 Ha. The calculation puts the largest force on an atom at 5.39 eV/A. Its total charge is -2. The HOMO energy comes out at -1.5 eV.

Just the Löwdin charges please, in e? Sure, here they are: 0.72, 0.97, 0.89, 0.85, 0.23, -0.42, -0.45, -0.37, -0.38, 0.22, -0.43, -0.46, -0.44, -0.39, 0.28, -0.35, -0.39, -0.29, -0.41, 0.28, -0.38, -0.39, -0.39, -0.34, 0.38, -0.28, -0.38, -0.33, -0.34, -0.04, -0.04, 0.01, -0.01, 0.09, 0.09, -0.04, 0.01, 0.01, -0.06, 0.07, 0.09, -0.03, 0.06, 0.09, -0.01, 0.10, 0.07, -0.01, 0.09, 0.11, -0.02, 0.05, 0.11



Record 5
Below is a structure of composition C31H67AlCl4FGaN6O13, with properties calculated with ωB97M-V/def2-TZVPD.

Atoms and positions in Å:
C 1.46397 -3.07389 4.73176
C 0.67448 -1.75417 4.75902
O -0.57746 -1.94775 4.14119
C -0.82299 -1.18469 2.94716
Ga -1.40243 -2.44389 1.40370
C -2.27442 -1.50563 -0.18341
C -3.63466 -0.84932 0.08458
C -3.55320 0.51547 0.74952
C -3.42315 1.64494 -0.27781
C -3.00722 2.91981 0.45419
C -1.52391 3.18517 0.31306
C -0.62090 2.17146 1.03126
C 0.77982 2.68666 1.29652
O 0.91971 2.74209 2.75880
C 1.67609 3.75091 3.23288
C 1.08550 4.37445 4.49403
O 2.73206 4.14656 2.79139
C 0.38136 -3.23641 0.66581
C 1.33885 -2.08450 0.23423
C 2.57556 -2.11933 1.14159
C 3.79966 -1.34426 0.60340
N 4.37526 -0.47918 1.64934
C 5.76765 -0.27601 1.43470
C 6.18624 1.02281 0.82693
O 6.56688 -1.15176 1.74641
C -2.51636 -4.03538 2.08380
C -3.46615 -3.73569 3.23111
O -2.82144 -3.91206 4.51919
C -3.14774 -2.98002 5.42012
O -2.54180 -2.85639 6.48068
H 0.74672 -3.87386 4.58072
H 2.17367 -3.10888 3.91246
H 1.92539 -3.21542 5.70622
H 0.48143 -1.50256 5.81136
H 1.24641 -0.92122 4.33891
H -1.60954 -0.46149 3.20172
H 0.04872 -0.63403 2.58110
H -2.44991 -2.29391 -0.93070
H -1.53923 -0.83312 -0.62389
H -4.12084 -0.65678 -0.89197
H -4.31621 -1.52702 0.59725
H -4.43791 0.65869 1.36977
H -2.66818 0.53085 1.38051
H -2.63374 1.37130 -0.97825
H -4.36752 1.81762 -0.79174
H -3.52759 3.79056 0.07283
H -3.26275 2.85849 1.51461
H -1.30740 4.17309 0.72803
H -1.23820 3.21868 -0.75120
H -1.08534 1.91055 1.98178
H -0.58907 1.25290 0.44447
H 0.99137 3.64583 0.83821
H 1.50632 1.97058 0.92838
H 0.50673 5.25344 4.22747
H 1.87182 4.62505 5.20170
H 0.37861 3.65272 4.96529
H 0.10001 -3.81608 -0.20768
H 0.81588 -3.82571 1.46933
H 0.85889 -1.10656 0.32102
H 1.62985 -2.27816 -0.80011
H 2.29850 -1.70189 2.10686
H 2.83948 -3.15942 1.31245
H 3.48513 -0.76402 -0.26774
H 4.53137 -2.08115 0.29371
H 3.89222 0.41276 1.65344
H 5.67456 1.21336 -0.12099
H 7.26526 1.05032 0.73424
H 5.91940 1.84683 1.51234
H -3.06648 -4.46721 1.24873
H -1.80703 -4.79862 2.40327
H -3.96848 -2.77420 3.14548
H -4.27067 -4.48284 3.21362
H -4.01668 -2.33019 5.23642
O 7.51436 2.70464 2.63482
H 7.23051 2.63835 3.55644
H 7.74046 1.80238 2.38923
C 0.08556 0.24385 -4.11166
C -1.02703 -0.64892 -3.59589
N -2.00236 -1.02055 -4.63705
C -2.82618 -2.13008 -4.60804
C -3.56644 -2.09902 -5.74206
N -3.19023 -0.96443 -6.43175
C -2.24449 -0.33164 -5.73430
C -3.71769 -0.50390 -7.70616
H -0.29908 1.19787 -4.47853
H 0.78693 0.46385 -3.31033
H 0.62885 -0.23910 -4.92729
H -1.57676 -0.15631 -2.79972
H -0.61250 -1.57127 -3.19545
H -2.78846 -2.82416 -3.77518
H -4.32346 -2.74855 -6.14283
H -1.76668 0.58638 -6.02875
H -2.91656 -0.45692 -8.44037
H -4.14610 0.48903 -7.56730
H -4.48379 -1.19171 -8.05589
Al 1.44642 2.00836 5.18926
C -1.41669 -6.45196 -1.49651
Cl -1.96557 -4.95305 -2.31305
Cl -1.17186 -6.07994 0.19638
Cl -2.60795 -7.74563 -1.68100
Cl 0.10650 -6.94675 -2.24515
C 5.67886 2.31923 6.27096
O 6.58862 2.34290 5.44524
O 4.53623 2.85157 6.12542
O 5.75699 1.75290 7.39255
F 4.16810 4.31627 1.06778
C 5.55976 1.76819 -3.08204
O 4.55642 1.39253 -2.50482
N 6.31436 2.81438 -2.63803
N 6.02264 1.17009 -4.22977
H 7.14420 3.13883 -3.09471
H 6.00626 3.27517 -1.79962
H 5.49584 0.39634 -4.58593
H 6.84701 1.46425 -4.71598
N -6.86103 1.10886 -7.80425
H -6.76600 0.25147 -7.24661
H -7.84318 1.22803 -8.08237
H -6.56505 1.91844 -7.24148
H -6.27488 1.04258 -8.64411
O -5.29785 5.18778 1.05314
H -5.25933 5.68155 0.22721
H -5.84640 5.72971 1.62933
O -0.90891 4.22775 -2.52938
H 0.05432 4.19788 -2.47361

The calculation puts the energy at -6635.19760 Ha. The calculation puts the largest force on an atom at 2.98 eV/A. Its total charge is 0. The HOMO energy comes out at -5.5 eV.

Löwdin population analysis, charges in e, atoms 1 to 99: -0.05, -0.30, -0.25, -0.21, 0.48, -0.24, -0.30, -0.23, -0.19, -0.21, -0.21, -0.16, -0.09, -0.13, -0.62, -0.07, 0.12, -0.25, -0.29, -0.20, -0.19, 0.03, -0.50, -0.01, 0.05, -0.25, -0.27, -0.02, -0.35, 0.03, 0.08, 0.05, 0.07, 0.11, 0.05, 0.05, 0.04, 0.01, 0.02, 0.08, 0.09, 0.11, 0.07, 0.10, 0.10, 0.08, 0.11, 0.12, 0.07, 0.10, 0.10, 0.14, 0.13, 0.12, 0.10, -0.02, -0.02, 0.04, 0.07, 0.09, 0.08, 0.10, 0.11, 0.12, 0.11, 0.07, 0.08, 0.08, 0.02, 0.02, 0.10, 0.11, 0.14, -0.07, 0.00, 0.01, -0.05, -0.14, -0.01, 0.03, -0.01, -0.10, -0.01, -0.01, 0.07, 0.10, 0.09, 0.12, 0.13, 0.09, 0.13, 0.17, 0.11, 0.07, 0.09, 1.14, -2.01, 0.50, 0.65



Record 6
Below is a structure of composition C46H63AlBN5O14P, with properties calculated with ωB97M-V/def2-TZVPD.

Atoms and positions in Å:
C -1.26029 2.95204 0.42866
C -0.00541 3.07949 -0.45359
Al 1.73402 3.35197 0.54064
C 3.27257 3.26526 -0.78323
C 4.48468 2.51211 -0.21889
C 5.80844 2.75805 -0.94749
C 5.85902 2.26397 -2.40218
C 6.50330 0.87746 -2.57938
C 5.91006 -0.13646 -1.60178
C 6.14913 -1.59871 -1.95835
C 5.69838 -2.53910 -0.82260
C 5.15898 -3.87267 -1.31956
C 3.73335 -3.87046 -1.91737
C 2.73016 -2.88669 -1.30651
C 2.55339 -1.56131 -2.04406
O 1.27949 -1.54584 -2.66974
C 0.90637 -0.24285 -3.07257
P 2.00394 1.67142 2.24290
O 2.41747 2.32677 3.54798
B 1.81237 5.21746 1.62387
O 2.86659 6.14112 1.51206
O 0.76259 5.59911 2.47585
C -0.12105 6.54896 1.89050
H -1.30343 3.77749 1.14620
H -2.18396 2.99499 -0.15745
H -1.23673 2.02723 1.00458
H 0.05494 2.16684 -1.05467
H -0.14505 3.89426 -1.17346
H 3.55465 4.30056 -1.00157
H 2.91520 2.79120 -1.70382
H 4.24580 1.44939 -0.15997
H 4.63006 2.83755 0.82035
H 6.61934 2.24699 -0.41635
H 6.01141 3.82974 -0.91829
H 6.48382 2.96875 -2.96067
H 4.87971 2.28667 -2.88224
H 6.24133 0.52066 -3.57997
H 7.58666 0.94199 -2.47190
H 4.82948 0.02438 -1.60442
H 6.23516 0.03556 -0.57331
H 5.54500 -1.84402 -2.83708
H 7.20092 -1.77534 -2.18978
H 6.57229 -2.74039 -0.19714
H 4.98835 -2.01612 -0.18021
H 5.18435 -4.59812 -0.50215
H 5.85072 -4.26085 -2.07253
H 3.33056 -4.87341 -1.76290
H 3.78889 -3.73688 -2.99961
H 1.74847 -3.36168 -1.32338
H 2.94880 -2.68644 -0.25813
H 3.32383 -1.41459 -2.80980
H 2.60456 -0.72871 -1.33262
H 0.17091 -0.32551 -3.86916
H 1.76859 0.31243 -3.46038
H 0.50180 0.32472 -2.23192
H 0.81689 0.93723 2.52315
H 2.92727 0.62337 1.93176
H 3.53786 5.93649 2.17226
H 0.39945 7.48765 1.68145
H -0.91487 6.73886 2.61006
H -0.54667 6.16087 0.96019
C -6.80446 2.08719 -3.37287
C -5.65085 2.85645 -3.47849
C -4.43821 2.36233 -3.02446
C -4.41194 1.09571 -2.47099
C -5.54483 0.31575 -2.35828
C -6.75370 0.81710 -2.81331
N -3.13192 0.55453 -1.98090
O -2.14847 1.25232 -2.08414
O -3.14395 -0.55887 -1.48425
H -7.74957 2.47719 -3.72797
H -5.69442 3.84561 -3.91411
H -3.53386 2.94894 -3.09236
H -5.48397 -0.66817 -1.92424
H -7.64667 0.21098 -2.72568
C -4.63878 -6.61460 -0.60859
C -5.75991 -6.96874 -1.34845
C -6.40075 -6.02492 -2.13400
C -5.90019 -4.73650 -2.15949
C -4.78757 -4.35951 -1.42933
C -4.15507 -5.31392 -0.64909
N -6.56405 -3.73038 -3.00558
O -7.53757 -4.07377 -3.64628
O -6.08806 -2.61413 -3.00814
H -4.13726 -7.35410 0.00147
H -6.13490 -7.98261 -1.31629
H -7.27236 -6.28393 -2.71571
H -4.41661 -3.34492 -1.47355
H -3.28135 -5.04364 -0.07283
C -10.95602 0.16702 3.02472
C -11.10439 1.35122 2.31492
C -10.69285 1.42669 0.99438
C -10.14027 0.30331 0.40930
C -9.97865 -0.88453 1.09709
C -10.39176 -0.94704 2.41784
N -9.71062 0.37264 -0.99708
O -9.83551 1.43207 -1.57749
O -9.24923 -0.63554 -1.49523
H -11.28019 0.11254 4.05551
H -11.54068 2.21895 2.79002
H -10.79790 2.34105 0.43028
H -9.53747 -1.74176 0.61136
H -10.27224 -1.86703 2.97304
C -1.59371 -0.45588 2.70142
C -2.76858 -1.01260 2.21289
C -3.16556 -2.27218 2.62894
C -2.36918 -2.95388 3.53246
C -1.19210 -2.41951 4.02679
C -0.80462 -1.15870 3.60166
N -2.79217 -4.28653 3.98637
O -3.81732 -4.74859 3.51831
O -2.09830 -4.85957 4.80347
H -1.29028 0.52924 2.37824
H -3.37474 -0.46291 1.50555
H -4.07841 -2.71467 2.25975
H -0.59057 -2.97662 4.72894
H 0.11034 -0.71890 3.97482
C 9.66253 1.81243 4.87289
C 9.75677 2.76941 3.87154
C 9.65102 2.39686 2.54152
C 9.44965 1.06308 2.24281
C 9.35582 0.09283 3.22191
C 9.46537 0.47697 4.54828
N 9.30977 0.66600 0.83178
O 9.41303 1.53244 -0.01179
O 9.09463 -0.50600 0.59094
H 9.73705 2.10937 5.91066
H 9.90558 3.80972 4.12568
H 9.71556 3.12924 1.75107
H 9.19444 -0.94004 2.95281
H 9.38914 -0.26691 5.32925

The calculation puts the energy at -3726.04741 Ha. The calculation puts the largest force on an atom at 1.15 eV/A. Its total charge is -1. The HOMO energy comes out at -4.6 eV.

Löwdin population analysis, charges in e, atoms 1 to 99: -0.20, -0.31, 0.36, -0.26, -0.32, -0.22, -0.21, -0.20, -0.23, -0.20, -0.21, -0.21, -0.20, -0.16, -0.24, -0.19, -0.10, 0.58, -0.61, -0.58, 0.05, -0.08, -0.11, 0.05, 0.04, 0.03, 0.01, 0.05, 0.05, 0.04, 0.07, 0.09, 0.09, 0.10, 0.10, 0.10, 0.11, 0.10, 0.09, 0.11, 0.10, 0.11, 0.11, 0.10, 0.10, 0.11, 0.10, 0.11, 0.11, 0.11, 0.11, 0.12, 0.08, 0.09, 0.07, -0.09, -0.07, 0.09, 0.08, 0.08, 0.08, -0.07, -0.07, 0.00, -0.14, 0.00, -0.06, -0.33, 0.08, 0.06, 0.10, 0.10, 0.12, 0.09, 0.08, -0.07, -0.07, -0.01, -0.14, 0.01, -0.05, -0.34, 0.08, 0.07, 0.11, 0.10, 0.12, 0.12, 0.11, -0.07, -0.07, 0.00, -0.14, 0.00, -0.06, -0.34, 0.08, 0.07, 0.11